(1)
{"formula": "C4H4O2", "method": "wB97M-V/def2-TZVPD", "symbols": ["C", "C", "C", "C", "O", "O", "H", "H", "H", "H"], "xyz": [[0.622, 0.018, 0.331], [1.125, -0.982, 0.997], [-0.285, -0.680, -0.492], [-1.266, -0.406, -1.289], [0.371, 2.958, 0.510], [0.184, -1.859, 0.213], [1.903, -1.374, 1.587], [0.873, 2.701, 1.315], [-1.376, 0.655, -1.631], [-2.150, -1.030, -1.541]], "e_homo_ha": [-0.3423, -0.3422], "total_energy_ev": -8297.8805, "spin_multiplicity": 1, "gap_ev": [6.244, 6.241], "e_lumo_ha": [-0.113, -0.113]}

---

(2)
{"formula": "C3H6N2O", "method": "wB97M-V/def2-TZVPD", "symbols": ["C", "C", "C", "N", "N", "O", "H", "H", "H", "H", "H", "H"], "xyz": [[-1.051, -1.949, 0.102], [-1.106, 0.903, -1.295], [-0.731, 1.341, 0.097], [-1.176, -0.271, -1.667], [-0.237, -3.026, 0.199], [-1.893, -1.456, 0.772], [-1.053, 1.713, -2.195], [-0.370, 0.604, 0.607], [-1.740, 1.676, 0.491], [-0.106, 2.273, 0.031], [-0.546, -3.915, 0.761], [0.504, -3.050, -0.475]], "e_homo_ha": [-0.3171, -0.2785], "total_energy_ev": -8231.8999, "spin_multiplicity": 1, "gap_ev": [8.808, 7.820], "e_lumo_ha": [0.007, 0.009]}

---

(3)
{"formula": "C5H6FN", "method": "wB97M-V/def2-TZVPD", "symbols": ["C", "C", "C", "C", "C", "H", "H", "H", "H", "H", "H", "N", "F"], "xyz": [[0.741, -0.518, -0.651], [0.398, 1.003, -0.488], [-0.778, 1.260, 0.083], [-1.293, -0.099, -0.077], [-0.602, -1.223, -0.487], [0.373, -0.773, 1.526], [2.110, 0.446, 1.565], [1.279, -0.747, -1.569], [1.050, 1.840, -0.917], [-1.227, 2.186, 0.534], [-0.930, -2.306, -0.546], [1.520, -0.698, 0.765], [-2.641, -0.372, 0.264]], "e_homo_ha": -0.3181, "total_energy_ev": -9482.7844, "spin_multiplicity": 1, "gap_ev": 8.730, "e_lumo_ha": 0.003}

---

(4)
{"formula": "C4H2N2O", "method": "wB97M-V/def2-TZVPD", "symbols": ["C", "N", "N", "C", "C", "C", "O", "H", "H"], "xyz": [[0.970, -1.436, 0.041], [-0.245, -1.740, 0.090], [-2.064, -0.232, -0.032], [-0.876, -0.551, 0.172], [0.314, 0.563, -0.022], [0.798, 1.675, -0.002], [2.114, -1.661, -0.108], [-2.281, 0.752, -0.149], [1.271, 2.630, 0.009]], "e_homo_ha": -0.3888, "total_energy_ev": -9203.8590, "spin_multiplicity": 1, "gap_ev": 9.745, "e_lumo_ha": -0.031}

---

(5)
{"formula": "C31H99N27O16", "method": "wB97M-V/def2-TZVPD", "symbols": ["C", "C", "C", "O", "C", "N", "H", "H", "H", "H", "H", "H", "H", "H", "H", "H", "H", "C", "C", "C", "O", "C", "N", "H", "H", "H", "H", "H", "H", "H", "H", "H", "H", "H", "C", "C", "C", "O", "C", "N", "H", "H", "H", "H", "H", "H", "H", "H", "H", "H", "H", "C", "C", "C", "O", "C", "N", "H", "H", "H", "H", "H", "H", "H", "H", "H", "H", "H", "C", "C", "C", "O", "C", "N", "H", "H", "H", "H", "H", "H", "H", "H", "H", "H", "H", "C", "O", "N", "N", "H", "H", "H", "H", "C", "O", "N", "N", "H", "H", "H", "H", "C", "O", "N", "N", "H", "H", "H", "H", "C", "O", "N", "N", "H", "H", "H", "H", "C", "O", "N", "N", "H", "H", "H", "H", "C", "O", "N", "N", "H", "H", "H", "H", "C", "O", "N", "N", "H", "H", "H", "H", "C", "O", "N", "N", "H", "H", "H", "H", "C", "O", "N", "N", "H", "H", "H", "H", "C", "O", "N", "N", "H", "H", "H", "H", "C", "O", "N", "N", "H", "H", "H", "H"], "xyz": [[-14.957, -9.521, 17.807], [-13.562, -10.107, 18.082], [-12.471, -9.591, 17.147], [-12.808, -9.710, 15.795], [-11.781, -9.522, 14.825], [-13.311, -9.940, 19.504], [-15.057, -8.488, 18.142], [-15.771, -10.091, 18.254], [-15.046, -9.542, 16.721], [-13.543, -11.180, 17.893], [-11.590, -10.130, 17.496], [-12.329, -8.546, 17.425], [-10.893, -10.144, 14.939], [-11.471, -8.478, 14.875], [-12.124, -9.811, 13.832], [-12.434, -10.307, 19.846], [-13.155, -8.949, 19.624], [-16.079, -4.201, 10.490], [-15.407, -4.679, 9.174], [-16.398, -4.901, 7.995], [-17.280, -6.034, 8.272], [-16.768, -7.233, 7.758], [-14.360, -3.712, 8.856], [-16.773, -4.980, 10.807], [-16.703, -3.323, 10.325], [-15.319, -4.027, 11.252], [-14.923, -5.643, 9.332], [-15.882, -5.112, 7.059], [-17.033, -4.040, 7.784], [-17.288, -8.135, 8.079], [-15.714, -7.413, 7.971], [-16.880, -7.173, 6.676], [-14.751, -2.782, 8.829], [-14.101, -3.971, 7.915], [-9.183, -2.360, 17.246], [-10.319, -2.000, 18.193], [-11.462, -1.427, 17.352], [-12.544, -0.972, 18.216], [-13.653, -0.426, 17.422], [-10.689, -3.211, 18.919], [-8.269, -2.701, 17.732], [-8.883, -1.504, 16.641], [-9.478, -3.082, 16.485], [-10.004, -1.198, 18.862], [-11.823, -2.178, 16.650], [-11.111, -0.695, 16.625], [-14.233, 0.189, 18.110], [-14.200, -1.355, 17.261], [-13.422, 0.179, 16.545], [-11.393, -2.900, 19.573], [-11.230, -3.852, 18.356], [-15.939, -7.616, 13.805], [-14.510, -7.863, 13.232], [-14.471, -8.380, 11.773], [-15.666, -8.872, 11.154], [-15.493, -9.764, 10.079], [-13.869, -6.560, 13.323], [-15.881, -7.161, 14.794], [-16.426, -8.574, 13.988], [-16.459, -6.996, 13.075], [-14.104, -8.571, 13.955], [-13.707, -9.149, 11.889], [-14.084, -7.680, 11.032], [-16.465, -10.007, 9.648], [-15.009, -10.726, 10.247], [-14.834, -9.218, 9.404], [-14.175, -6.055, 12.504], [-12.956, -6.896, 13.048], [-15.320, -11.613, 13.876], [-15.063, -13.043, 13.611], [-15.440, -14.067, 14.694], [-14.721, -13.917, 15.956], [-13.341, -13.972, 15.852], [-15.714, -13.394, 12.374], [-14.573, -11.180, 14.542], [-16.318, -11.329, 14.208], [-15.215, -11.045, 12.952], [-13.984, -13.113, 13.473], [-15.162, -15.066, 14.358], [-16.487, -14.039, 14.994], [-12.952, -13.581, 16.793], [-12.825, -13.360, 15.113], [-12.953, -14.966, 15.629], [-16.645, -13.029, 12.511], [-15.902, -14.381, 12.478], [-9.989, -6.313, 14.085], [-10.860, -6.625, 13.340], [-8.883, -6.980, 14.281], [-10.006, -5.226, 14.761], [-8.154, -6.546, 14.828], [-8.846, -7.887, 13.838], [-10.816, -4.644, 14.601], [-9.182, -4.922, 15.260], [-9.764, -7.365, 18.750], [-8.843, -8.157, 18.617], [-10.744, -7.385, 19.629], [-9.845, -6.341, 17.977], [-10.869, -8.133, 20.297], [-11.422, -6.646, 19.749], [-9.050, -6.257, 17.360], [-10.696, -5.798, 17.984], [-16.717, -2.819, 14.957], [-15.956, -2.361, 15.794], [-16.728, -2.568, 13.642], [-17.717, -3.572, 15.188], [-16.074, -1.835, 13.407], [-17.561, -2.720, 13.091], [-18.363, -3.909, 14.488], [-17.758, -3.803, 16.170], [-17.314, -5.773, 18.026], [-18.129, -4.981, 17.569], [-17.558, -6.304, 19.201], [-16.241, -6.142, 17.456], [-16.951, -6.924, 19.718], [-18.361, -5.840, 19.600], [-15.608, -6.590, 18.102], [-16.063, -5.819, 16.515], [-15.933, -9.049, 22.251], [-15.164, -8.376, 22.893], [-17.152, -9.476, 22.598], [-15.794, -9.438, 21.040], [-17.655, -10.113, 21.995], [-17.549, -9.374, 23.521], [-16.500, -9.924, 20.505], [-14.911, -9.296, 20.569], [-12.467, -2.776, 12.642], [-12.474, -2.344, 13.780], [-12.115, -3.979, 12.246], [-12.894, -1.966, 11.724], [-11.953, -4.697, 12.938], [-11.811, -3.959, 11.283], [-13.443, -1.174, 12.027], [-12.951, -2.392, 10.810], [-13.046, -5.506, 16.567], [-12.536, -5.057, 17.618], [-12.920, -6.669, 16.064], [-13.632, -4.696, 15.743], [-13.309, -6.810, 15.143], [-12.558, -7.423, 16.631], [-13.760, -4.956, 14.776], [-13.789, -3.745, 16.047], [-14.047, -5.962, 20.780], [-14.403, -6.894, 20.083], [-14.187, -6.022, 22.045], [-13.491, -4.804, 20.421], [-14.040, -5.151, 22.534], [-14.670, -6.812, 22.447], [-13.085, -4.076, 20.990], [-13.162, -4.771, 19.467], [-8.907, -10.060, 12.698], [-8.330, -9.600, 13.619], [-8.752, -11.318, 12.134], [-9.824, -9.309, 12.122], [-9.257, -11.697, 11.345], [-8.189, -11.950, 12.684], [-10.025, -8.365, 12.421], [-10.291, -9.758, 11.348], [-10.295, 0.945, 13.631], [-9.341, 1.710, 13.650], [-11.420, 1.197, 14.210], [-10.222, -0.291, 13.362], [-11.637, 2.142, 14.492], [-12.138, 0.517, 14.005], [-10.949, -0.890, 13.728], [-9.302, -0.615, 13.102], [-16.190, -2.015, 19.379], [-16.398, -1.556, 20.517], [-16.779, -1.574, 18.369], [-15.508, -3.052, 19.009], [-16.435, -1.888, 17.473], [-17.409, -0.824, 18.614], [-15.594, -3.310, 18.037], [-15.039, -3.568, 19.740]], "e_homo_ha": -0.3135, "total_energy_ev": -106749.2627, "spin_multiplicity": 1, "gap_ev": 8.373, "e_lumo_ha": -0.006}

---

(6)
{"formula": "C33H66O13", "method": "wB97M-V/def2-TZVPD", "symbols": ["O", "C", "O", "C", "C", "C", "H", "H", "H", "H", "H", "H", "H", "H", "O", "C", "O", "C", "C", "C", "H", "H", "H", "H", "H", "H", "H", "H", "O", "C", "O", "C", "C", "C", "H", "H", "H", "H", "H", "H", "H", "H", "C", "C", "O", "C", "H", "H", "H", "H", "H", "H", "C", "C", "O", "C", "H", "H", "H", "H", "H", "H", "C", "C", "O", "C", "H", "H", "H", "H", "H", "H", "C", "C", "O", "C", "H", "H", "H", "H", "H", "H", "C", "C", "O", "C", "H", "H", "H", "H", "H", "H", "C", "C", "O", "C", "H", "H", "H", "H", "H", "H", "C", "C", "O", "C", "H", "H", "H", "H", "H", "H"], "xyz": [[-5.757, 2.507, 1.768], [-4.542, 2.402, 1.748], [-3.782, 2.474, 0.603], [-4.431, 2.931, -0.600], [-3.540, 3.892, -1.380], [-3.740, 2.125, 3.017], [-5.448, 3.362, -0.517], [-5.021, 2.075, -1.094], [-2.565, 3.284, -1.608], [-3.438, 4.967, -0.790], [-3.867, 4.043, -2.399], [-4.219, 2.396, 3.875], [-2.827, 2.719, 2.898], [-3.466, 0.977, 2.970], [6.888, 0.541, -0.302], [6.270, 0.149, 0.637], [4.968, -0.355, 0.689], [4.256, -0.550, -0.594], [2.787, -0.345, -0.198], [6.820, 0.378, 2.067], [4.451, -1.410, -0.905], [4.475, 0.202, -1.338], [2.522, -1.030, 0.530], [2.150, -0.420, -1.138], [2.527, 0.613, 0.044], [6.209, 0.528, 2.792], [7.604, 1.086, 2.082], [7.227, -0.687, 2.597], [-0.250, -5.383, -1.944], [0.191, -4.211, -1.904], [1.044, -3.723, -2.745], [1.465, -4.336, -3.922], [2.869, -3.811, -4.224], [-0.078, -3.240, -0.803], [0.726, -4.226, -4.755], [1.610, -5.397, -3.639], [3.295, -4.301, -5.130], [3.609, -3.893, -3.390], [2.670, -2.707, -4.604], [-0.426, -3.834, 0.178], [-1.047, -2.642, -1.052], [0.923, -2.767, -0.377], [0.592, 4.095, -2.285], [0.897, 2.626, -2.306], [2.242, 2.229, -2.174], [-0.086, 1.533, -2.737], [0.095, 4.524, -3.063], [1.550, 4.626, -2.098], [-0.142, 4.176, -1.565], [-0.913, 1.551, -1.884], [0.555, 0.731, -2.531], [-0.684, 1.824, -3.732], [-0.351, 1.369, -0.288], [-0.358, 0.552, 0.890], [-0.844, 0.992, 2.002], [0.301, -0.846, 0.923], [0.596, 1.884, -0.805], [-0.928, 2.351, -0.078], [-0.923, 1.067, -1.306], [0.083, -1.282, -0.036], [-0.098, -1.403, 1.794], [1.439, -0.716, 0.953], [-4.262, -1.925, -3.758], [-2.864, -1.398, -3.303], [-2.732, -0.869, -2.080], [-1.689, -1.499, -4.327], [-5.027, -1.147, -3.915], [-4.420, -2.917, -3.236], [-4.105, -2.143, -4.845], [-1.672, -2.465, -4.618], [-0.786, -1.463, -3.767], [-1.518, -0.731, -5.028], [-3.723, -2.840, 0.782], [-4.568, -1.700, 0.446], [-5.321, -1.161, 1.402], [-4.260, -0.883, -0.828], [-2.716, -2.532, 1.068], [-3.797, -3.643, 0.060], [-3.963, -3.221, 1.671], [-5.036, -0.123, -1.181], [-4.099, -1.486, -1.736], [-3.495, -0.265, -0.585], [0.190, 4.743, 1.376], [-0.772, 5.380, 0.481], [-0.685, 5.186, -0.779], [-1.578, 6.532, 1.001], [0.844, 5.389, 1.754], [0.751, 3.909, 0.733], [-0.145, 4.207, 2.331], [-2.257, 5.946, 1.649], [-1.996, 7.262, 0.254], [-1.358, 6.925, 1.876], [4.783, -2.926, 0.748], [3.325, -3.046, 1.069], [2.368, -3.152, 0.248], [3.079, -3.020, 2.601], [5.576, -3.664, 0.911], [5.284, -2.148, 1.389], [4.767, -2.772, -0.534], [3.428, -3.797, 3.266], [2.013, -2.908, 2.776], [3.431, -2.075, 3.221], [-0.163, -1.879, 5.081], [0.804, -1.076, 5.946], [1.584, -1.677, 6.928], [1.294, 0.442, 5.525], [-0.907, -1.915, 5.954], [0.383, -2.886, 4.812], [-0.397, -1.300, 4.101], [1.419, 0.720, 4.328], [2.170, 0.770, 5.925], [0.705, 0.933, 5.966]], "e_homo_ha": -0.3035, "total_energy_ev": -61881.7977, "spin_multiplicity": 1, "gap_ev": 8.126, "e_lumo_ha": -0.005}

---

ΔE to the lowest compared entry with this formula, charge and spin (computed, kcal per mole): 212.1, 110.7, 154.6, 66.4, 132.2, 604.0